{
  "formula": "C35H46N6O3P2Sn",
  "method": "ωB97M-V/def2-TZVPD",
  "multiplicity": 1,
  "e_lumo_ha": -0.02606,
  "homo_lumo_gap_ev": 7.00,
  "elements": ["Sn", "C", "C", "C", "C", "C", "C", "C", "C", "C", "H", "H", "H", "H", "H", "H", "H", "H", "H", "H", "H", "H", "H", "H", "H", "P", "P", "N", "N", "N", "N", "C", "C", "C", "C", "C", "C", "C", "C", "C", "C", "C", "C", "C", "C", "C", "C", "C", "C", "H", "H", "H", "H", "H", "H", "H", "H", "H", "H", "H", "H", "H", "H", "H", "H", "H", "H", "H", "H", "C", "C", "C", "C", "C", "C", "O", "N", "C", "O", "N", "C", "O", "H", "H", "H", "H", "H", "H", "H", "H", "H", "H", "H"],
  "coordinates": [[-0.1043, 1.8465, 0.7612], [-1.8333, 1.9096, -5.8321], [-1.9358, 0.6195, -5.4852], [-1.0153, -0.4531, -5.9719], [0.5029, -0.1187, -5.9029], [0.9501, 0.6565, -4.7094], [0.9040, 1.9914, -4.6256], [0.6155, 2.8075, -5.8572], [-0.7049, 2.4901, -6.6205], [1.4410, 1.5576, 2.3451], [-2.6622, 2.6016, -5.6714], [-2.8227, 0.2543, -4.9643], [-1.2464, -0.7102, -7.0226], [-1.2199, -1.3630, -5.3844], [1.0548, -1.0725, -5.9233], [0.7714, 0.4323, -6.8129], [1.4704, 0.0331, -3.9875], [1.2401, 2.5464, -3.7409], [1.4313, 2.6720, -6.5893], [0.6191, 3.8696, -5.5919], [-1.0560, 3.4339, -7.0737], [-0.4646, 1.8077, -7.4511], [1.1158, 1.9720, 3.3136], [2.3626, 2.0385, 2.0183], [1.5936, 0.4755, 2.5100], [1.9074, -0.2357, -0.3446], [-1.2469, -0.6870, -0.2483], [3.0977, 0.8998, -1.0915], [3.0068, -1.4834, 0.1553], [-2.2825, 0.4675, -1.1231], [-2.6000, -1.6939, 0.1613], [1.1263, -1.0099, -1.7670], [-0.2808, -1.6032, -1.5188], [3.2202, 2.2227, -0.6422], [4.1902, 2.8667, -1.3879], [4.6984, 1.9206, -2.3350], [4.0037, 0.7292, -2.1423], [3.8876, -1.2949, 1.2347], [4.5650, -2.4833, 1.4469], [4.0802, -3.4424, 0.4981], [3.1116, -2.8137, -0.2676], [-2.7534, 1.6692, -0.5200], [-2.9325, 2.6231, -1.5181], [-2.7071, 1.9765, -2.7634], [-2.2554, 0.6872, -2.4918], [-3.8382, -1.9240, -0.4639], [-4.6013, -2.7214, 0.3790], [-3.8178, -2.9877, 1.5544], [-2.5964, -2.3655, 1.3976], [1.7876, -1.7609, -2.2155], [1.0255, -0.1978, -2.4916], [-0.8448, -1.6388, -2.4619], [-0.2000, -2.6409, -1.1559], [2.5904, 2.5753, 0.1607], [4.4924, 3.8964, -1.2538], [5.4909, 2.1142, -3.0444], [4.0934, -0.2138, -2.6596], [3.9028, -0.3381, 1.7379], [5.3281, -2.6328, 2.1894], [4.4118, -4.4610, 0.3910], [2.4820, -3.1977, -1.0587], [-3.0984, 1.6739, 0.5012], [-3.1879, 3.6624, -1.3853], [-2.9218, 2.3612, -3.7457], [-1.9385, -0.1017, -3.1541], [-4.0514, -1.4900, -1.4325], [-5.6008, -3.0781, 0.1810], [-4.1179, -3.5719, 2.4121], [-1.7112, -2.3117, 2.0200], [-0.4669, 0.6694, 7.5917], [-0.0807, 0.5157, 6.1246], [-0.8431, -0.5891, 5.3468], [-0.7590, -1.9188, 6.1263], [0.6588, -2.3517, 6.4509], [-2.3374, -0.2329, 5.1916], [-3.2464, -0.6158, 5.9167], [-2.6314, 0.5610, 4.0789], [-1.7231, 0.9586, 3.1081], [-1.9973, 1.9359, 2.3522], [-0.6301, 0.2180, 2.9579], [-0.2949, -0.7278, 3.8919], [0.4169, -1.7006, 3.5923], [-1.5529, 0.6377, 7.7220], [-0.0976, 1.6303, 7.9635], [-0.0157, -0.1062, 8.2170], [-0.2212, 1.4661, 5.5938], [0.9910, 0.2836, 6.0488], [-1.3299, -1.8007, 7.0605], [-1.2625, -2.7010, 5.5432], [1.1495, -1.6374, 7.1183], [0.6504, -3.3274, 6.9444], [1.2424, -2.4327, 5.5274], [-3.5409, 1.0031, 4.0652]]
}


{
  "formula": "CH5N2O2",
  "method": "ωB97M-V/def2-TZVPD",
  "multiplicity": 3,
  "e_lumo_ha": [-0.20147, -0.28644],
  "homo_lumo_gap_ev": [7.94, 9.15],
  "charge": 1,
  "elements": ["C", "N", "N", "O", "O", "H", "H", "H", "H", "H"],
  "coordinates": [[-0.0647, 0.8984, 1.3244], [-0.4405, -0.1446, -1.3526], [-0.0820, -0.4573, -0.1222], [-0.0712, -0.8561, -2.2882], [0.8122, -1.3591, 0.1380], [-0.0297, 0.2261, 2.1403], [-1.0372, 1.3421, 1.4286], [0.7908, 1.5336, 0.9083], [-1.0191, 0.6295, -1.5408], [1.1415, -1.8126, -0.6358]]
}


{
  "formula": "C11H32BeF3N10O9",
  "method": "ωB97M-V/def2-TZVPD",
  "multiplicity": 1,
  "e_lumo_ha": -0.07110,
  "homo_lumo_gap_ev": 9.75,
  "charge": 1,
  "elements": ["Be", "C", "O", "O", "C", "F", "F", "F", "C", "C", "H", "H", "H", "H", "H", "H", "C", "C", "O", "O", "H", "H", "H", "H", "H", "H", "C", "O", "N", "N", "H", "H", "H", "H", "C", "O", "N", "N", "H", "H", "H", "H", "C", "O", "N", "N", "H", "H", "H", "H", "C", "O", "N", "N", "H", "H", "H", "H", "C", "O", "N", "N", "H", "H", "H", "H"],
  "coordinates": [[1.2636, -1.9633, -0.7683], [3.2296, -1.3307, 0.7363], [2.8788, 0.0354, 0.4626], [2.3615, -2.2707, 0.3113], [4.6373, -1.5818, 0.0636], [5.2243, -2.7154, 0.4851], [4.4975, -1.6954, -1.3112], [5.4298, -0.5171, 0.2853], [2.9425, 0.9173, 1.6683], [2.4039, 2.2309, 1.2979], [1.3220, 2.2314, 1.1185], [2.6242, 2.9046, 2.1895], [2.9252, 2.7022, 0.5150], [4.0544, 1.0226, 1.8865], [2.3151, 0.3884, 2.4387], [3.5718, -1.2770, 1.7731], [-0.8568, -0.4737, 0.8240], [-2.0394, 0.1645, 0.1260], [-1.5784, 0.7329, -1.1479], [-0.2218, -1.3454, -0.0442], [-1.2211, -1.0366, 1.7076], [-0.1306, 0.3646, 1.1158], [-2.5519, 0.9528, 0.8164], [-2.7063, -0.6725, -0.0778], [-2.3521, 1.1257, -1.5475], [-0.9150, -1.9956, -0.3114], [2.0207, 0.2179, -2.2063], [1.9512, -0.9891, -1.9582], [3.1252, 0.6654, -2.7568], [0.9587, 1.0563, -1.9873], [3.7458, -0.0807, -3.0592], [3.3168, 1.6516, -2.9040], [0.0002, 0.7795, -1.7198], [1.0731, 2.0386, -2.2270], [-2.7840, -3.5340, -1.3188], [-2.0922, -2.8965, -0.5127], [-4.0141, -3.9412, -0.7617], [-2.5706, -3.9169, -2.5878], [-4.2651, -3.5565, 0.1324], [-4.5957, -4.7055, -1.1043], [-1.6569, -3.8722, -2.9646], [-3.3607, -4.1520, -3.2083], [-3.3909, 3.5931, -1.1903], [-3.3723, 2.9017, -2.2127], [-4.1339, 4.7076, -1.1179], [-2.7123, 3.2714, -0.0377], [-3.9423, 5.3762, -0.3613], [-4.4975, 5.1380, -1.9100], [-2.6718, 3.8558, 0.7591], [-1.8319, 2.8058, -0.2558], [1.3103, -4.6716, -1.0253], [0.8547, -3.5084, -1.2564], [0.4574, -5.6485, -1.2753], [2.6084, -4.9456, -0.7367], [-0.4905, -5.3924, -1.2779], [0.5630, -6.6338, -1.0660], [3.0923, -4.1460, -0.3166], [2.8689, -5.8987, -0.4861], [-1.6607, 4.8910, 3.2888], [-1.7469, 5.2322, 2.1182], [-2.0741, 3.6535, 3.7900], [-1.0015, 5.5710, 4.3314], [-2.5369, 3.5869, 4.6696], [-2.4997, 3.1009, 3.0767], [-0.6511, 6.4469, 4.0161], [-0.5010, 5.0504, 5.0076]]
}


{
  "formula": "C15H20ClN2O9P3Se2V",
  "method": "ωB97M-V/def2-TZVPD",
  "multiplicity": 2,
  "e_lumo_ha": [0.15949, 0.15951],
  "homo_lumo_gap_ev": [6.60, 6.59],
  "charge": -2,
  "elements": ["V", "C", "O", "C", "O", "N", "N", "H", "H", "H", "H", "H", "H", "Se", "P", "Se", "C", "C", "C", "C", "C", "C", "C", "C", "C", "C", "C", "C", "H", "H", "H", "H", "H", "H", "H", "H", "H", "H", "O", "P", "O", "O", "O", "P", "O", "O", "O", "H", "H", "Cl", "C", "H", "H"],
  "coordinates": [[-0.9863, 2.2272, -1.7446], [0.7706, -2.6824, -2.1094], [-0.2653, -1.7740, -2.4931], [-0.2548, -0.5354, -2.0083], [-1.2002, 0.1927, -2.2833], [0.7898, -0.1561, -1.2494], [0.7923, 1.1926, -0.8428], [0.4567, -3.6509, -2.4881], [0.8868, -2.7259, -1.0285], [1.7209, -2.4001, -2.5678], [1.6182, -0.7230, -1.0657], [1.5903, 1.6756, -1.2450], [0.8059, 1.2329, 0.1744], [2.8459, -1.7503, 1.1214], [0.9611, -0.8942, 1.8821], [-2.3928, 2.2165, -0.0437], [0.8795, -1.2667, 3.6936], [-0.2831, -0.8948, 4.3743], [-0.4136, -1.1140, 5.7367], [0.6274, -1.6977, 6.4508], [1.7905, -2.0587, 5.7868], [1.9153, -1.8471, 4.4174], [-0.3428, -2.1037, 1.3680], [-0.2186, -3.4804, 1.5569], [-1.2078, -4.3433, 1.1132], [-2.3309, -3.8424, 0.4588], [-2.4597, -2.4771, 0.2586], [-1.4720, -1.6103, 0.7181], [-1.0930, -0.4272, 3.8237], [-1.3259, -0.8226, 6.2447], [0.5315, -1.8644, 7.5178], [2.6087, -2.5118, 6.3361], [2.8177, -2.1308, 3.8874], [0.6812, -3.8606, 2.0294], [-1.0991, -5.4125, 1.2616], [-3.0950, -4.5201, 0.0952], [-3.3147, -2.0764, -0.2724], [-1.5656, -0.5443, 0.5336], [1.8508, 5.5620, -1.6605], [0.4088, 5.0505, -2.1847], [-0.5298, 6.1843, -2.2258], [0.1442, 3.7972, -1.3658], [0.7176, 4.5289, -3.6793], [1.1943, 3.0341, -4.1180], [0.6789, 3.0309, -5.6528], [2.6668, 2.9169, -4.0776], [0.3303, 2.0353, -3.3881], [1.8272, 6.5243, -1.6734], [1.4037, 3.3475, -6.2022], [-3.8273, 2.4352, -3.4668], [-2.2669, 3.2980, -3.0434], [-2.5738, 4.2627, -2.6480], [-1.7941, 3.4537, -4.0119]]
}


Q: What is the formula in the first record?
A: C35H46N6O3P2Sn